1.
Here is a cluster of 5 separate species, C37H81N4O3 in total at a distorted geometry from the Open Molecules 2025 dataset. Energies are from the ωB97M-V functional and the def2-TZVPD basis.

The geometry in XYZ format:
```
125
C37H81N4O3, DFT the ωB97M-V functional and the def2-TZVPD basis
O -1.2858 -0.1399 -0.3863
O -0.0446 -0.8521 -1.9644
O -1.5335 0.7041 -2.3369
N -7.7727 5.3794 0.7384
N 3.7634 5.5964 -3.9301
N 8.9630 -5.0317 1.0356
N -5.3377 -5.6813 2.1791
C -7.2982 7.1896 -1.5353
C 7.6748 -5.9460 0.9184
C -6.2045 -6.9741 2.2693
C 5.3223 5.7454 -3.8467
C -4.3469 -5.7970 -1.5940
C 6.4492 -5.0045 0.7418
C -7.1231 -4.2125 3.4474
C 11.5579 -5.3110 1.6688
C 12.7194 -6.3106 1.6736
C 6.3488 -3.9239 1.8879
C 3.3317 4.1991 -4.4758
C -6.8287 4.3691 2.8900
C 8.8637 -3.9835 2.2047
C 3.7728 4.9300 -1.3946
C -8.7510 6.7571 -1.1524
C 10.2174 -6.0128 1.1852
C 5.9121 4.7704 -2.8066
C -4.5158 -5.7266 0.8815
C 3.3251 6.7653 -4.8352
C -7.2126 3.9951 4.2685
C -0.9005 -0.1105 -1.5141
C 5.2603 4.9719 -1.3716
C -6.3603 5.8683 0.2927
C -7.8334 5.2970 2.2929
C -5.1786 -5.3777 4.7076
C -6.1668 6.2029 -1.1513
C -5.2988 -5.5302 -0.4127
C 3.3910 2.5329 -6.3893
C 3.1184 5.8754 -2.5340
C -6.2485 -4.4211 2.1553
C -4.3791 -5.6167 3.3616
C -8.8499 6.4440 0.3178
C -8.2289 4.0603 0.1659
C 9.2064 -4.3242 -0.3135
C 7.6353 -3.0912 2.0116
C -6.2609 -4.2507 4.7447
C 3.9561 3.8318 -5.7859
H 5.0446 3.7832 -5.7543
H -9.1684 3.8884 0.6910
H 5.8799 3.7741 -3.2477
H 11.7065 -4.4012 1.0871
H -6.4212 3.4252 4.7554
H 7.6712 -6.5421 1.8309
H 11.4513 -4.8269 2.6396
H 10.0493 -6.8921 1.8072
H -7.3788 4.8790 4.8842
H -6.0976 5.2915 -1.7451
H -7.9491 -3.5078 3.3520
H 8.2907 -3.7672 -0.5121
H -6.7211 -7.0742 1.3147
H -6.1765 -6.1663 -0.5276
H -7.7755 -5.0835 3.5090
H 9.9277 -3.5085 -0.2657
H -5.5718 5.1764 0.5888
H 2.2615 6.6054 -5.0117
H 10.1959 -6.5037 0.2123
H 8.7214 -4.5241 3.1404
H -4.4631 -5.2415 5.5185
H -3.3283 -5.4495 -1.4218
H -3.8720 -6.5807 3.3215
H -3.7861 -4.9351 1.0524
H 7.8823 -6.5942 0.0670
H 3.7933 2.2980 -7.3748
H 9.7216 -3.3130 2.1542
H -4.2506 -6.8789 -1.6845
H -9.1085 5.9262 -1.7606
H 9.3697 -4.9804 -1.1685
H 3.2346 6.9560 -2.4502
H 2.3279 2.6313 -6.6090
H 2.0816 5.5390 -2.5383
H 5.5469 -3.2795 1.5274
H -6.8252 -4.4509 1.2308
H 3.6731 4.5899 -6.5162
H -7.3431 7.5291 -2.5701
H 6.2591 -4.6686 -0.2777
H -6.6339 3.3854 2.4629
H 2.2513 4.3433 -4.4677
H -5.4935 -7.7951 2.3614
H 3.8822 6.5828 -5.7542
H -5.7776 -3.3100 5.0084
H -9.8211 6.0716 0.6433
H -8.0766 3.3313 4.2381
H -5.7789 4.6597 2.9307
H 3.3746 5.0656 -0.3890
H -8.8827 5.1809 2.5642
H 6.9995 4.8439 -2.7887
H 3.4861 3.3912 -3.7605
H -9.5088 7.5198 -1.3318
H 5.5661 -5.6366 0.8350
H 12.7670 -6.9174 0.7694
H 5.9779 -4.4119 2.7892
H -7.5369 6.2669 2.6922
H -5.2420 6.7481 -1.3398
H -5.6218 -6.3616 4.8610
H 5.7386 4.3947 -0.5803
H -8.5497 7.3619 0.8233
H -1.1043 0.1336 -2.9787
H 5.3775 6.7412 -3.4070
H -3.6844 -4.8041 3.1491
H -6.8804 -4.4569 5.6175
H 13.6991 -5.8328 1.6616
H -6.1501 6.7107 0.9517
H -4.7119 -5.3210 -2.5041
H 7.6474 -2.4256 1.1485
H 3.4664 3.9007 -1.5807
H -3.9170 -6.6346 0.9511
H 7.5395 -2.4555 2.8919
H 3.4690 1.7179 -5.6698
H -7.4635 3.3677 0.5161
H -5.6240 -4.4900 -0.3978
H -7.1667 8.1094 -0.9654
H 12.6620 -6.9974 2.5180
H 5.5204 5.9776 -1.0413
H -5.5568 -3.5838 2.0633
H 5.6462 5.7553 -4.8874
H -6.9049 -6.9476 3.1040
H -8.3123 4.1565 -0.9166
H 3.6477 7.6861 -4.3493
```

Calculated values
Relative energy (zero: lowest compared OMol25 entry of this formula, charge and spin), eV: 1.220
HOMO energy, hartree: -0.3665
Strongest force on any atom, eV/A: 5.29
Electronic energy, eV: -51759.9364
HOMO-LUMO gap, eV: 5.90
E_LUMO, eV: -4.0676
Net charge: +3

Mulliken population analysis, charges in e, atoms 1 to 99: -0.742, -0.750, -0.480, 0.054, -0.244, -0.028, 0.050, -0.703, -0.546, -0.965, -0.683, -1.405, -0.788, -0.855, -0.282, -1.373, -0.627, -0.579, -0.362, -0.632, -0.623, -0.783, -0.822, -0.832, -0.712, -0.977, -1.608, 0.645, -0.744, -0.672, -0.581, -0.723, -0.684, -0.294, -1.478, -0.503, -0.652, -0.655, -0.567, -0.882, -1.016, -0.705, -0.657, -0.193, 0.302, 0.326, 0.335, 0.374, 0.415, 0.392, 0.347, 0.430, 0.366, 0.339, 0.444, 0.487, 0.304, 0.262, 0.299, 0.328, 0.403, 0.339, 0.499, 0.409, 0.416, 0.370, 0.454, 0.451, 0.480, 0.386, 0.475, 0.369, 0.353, 0.350, 0.432, 0.357, 0.324, 0.325, 0.513, 0.238, 0.397, 0.377, 0.337, 0.420, 0.368, 0.435, 0.354, 0.476, 0.347, 0.461, 0.470, 0.457, 0.477, 0.382, 0.428, 0.418, 0.358, 0.320, 0.394

2.
Here is a cluster of 14 separate species, C37H84N10O22 in total at a distorted geometry from the Open Molecules 2025 dataset. Energies are from the ωB97M-V functional and the def2-TZVPD basis.

The geometry in XYZ format:
```
153
C37H84N10O22, DFT the ωB97M-V functional and the def2-TZVPD basis
O -2.7147 1.9079 -5.2811
O 1.2408 4.1925 -4.4085
O 0.5505 3.7761 -0.1067
O -4.9609 1.7962 3.6105
O -4.2317 2.6050 -3.6822
O 0.5910 -1.8198 1.1106
O -4.6103 1.1130 0.5845
O 1.7490 5.3340 0.5116
O 0.0080 3.5761 4.3473
O 2.0352 -3.8433 5.0871
O -0.7992 4.5902 -3.5920
O 0.2612 2.7430 -2.8798
O -3.3138 0.3564 -3.8242
O -0.3452 5.5845 1.0743
O 4.8649 0.7157 1.2361
O -3.4288 -3.6875 6.0092
O 1.0547 -2.4531 -6.7853
O -1.6060 -1.3878 0.9040
O -0.4793 -3.2420 -2.7174
O 5.2369 -2.9114 -2.8687
O -0.0362 -0.4749 -0.6343
O 6.1241 -5.4932 2.4259
N 5.8686 -4.9769 0.2322
N 1.5091 -4.2179 2.9655
N -1.4048 -3.9374 5.2354
N 6.9200 -2.2633 -1.7087
N -1.7444 -2.1548 -4.2316
N -1.5751 2.2994 3.3378
N -4.6587 -0.9768 0.0691
N -5.1669 -0.3690 3.9867
N 1.3679 -0.3134 -6.0266
N 4.6411 2.9762 0.9715
C 4.9033 -0.8747 -1.7913
C 4.6748 3.0671 -0.4489
C -2.2449 -3.6840 6.2149
C 5.8833 -4.6655 1.5633
C 5.7096 -2.0891 -2.1753
C -0.4729 -1.2316 0.4752
C 2.4632 3.4239 -4.4898
C -0.5010 2.9888 0.1141
C 4.3690 1.9685 3.0612
C -1.7216 4.7463 3.6063
C -5.2728 0.1605 0.2421
C -1.0331 3.4277 3.7733
C -0.9768 1.0300 3.3717
C 4.5872 1.8681 1.6538
C 2.0058 -0.5393 -4.7683
C 1.8110 -1.1062 1.1625
C 2.1814 6.5682 1.1280
C 0.3156 3.7709 -3.5286
C 0.5832 4.9097 0.5694
C -0.9479 -0.0520 -1.6413
C 0.5238 -0.7053 -8.3581
C -5.0037 2.1747 -2.5231
C -1.3371 -4.5488 -4.5680
C -7.1174 1.0789 4.5074
C 5.1978 -3.3445 1.9081
C -3.8138 -0.8847 3.5430
C -1.7883 -3.3113 7.6369
C -1.8073 1.1165 -5.9582
C 3.2397 -5.6540 3.9465
C -1.1174 -3.2878 -3.8144
C -5.6698 0.8371 3.9674
C 2.1431 -4.5152 4.0509
C -6.7662 0.2413 0.0602
C -1.8337 4.4651 -2.6354
C -1.7580 -4.0464 3.7577
C -3.4077 1.5022 -4.2697
C 0.9247 -1.2244 -6.9282
H 3.6454 3.2200 -0.7732
H -2.2553 -3.9810 8.3591
H -2.2770 -4.3714 -5.0907
H 1.4803 0.6681 -6.2370
H 7.3713 -3.1069 -2.0323
H -2.1799 -2.3300 7.9049
H -0.3850 -1.2617 -8.5875
H -1.0958 1.7489 -6.4890
H -1.3822 -3.1149 3.3345
H -7.1967 1.9416 5.1688
H -3.3528 -0.0685 2.9869
H -5.8360 -1.0670 4.2786
H 5.4415 -0.2507 -1.0778
H 4.7342 -0.4226 -2.7686
H 5.2541 3.9266 -0.7862
H 5.1204 2.2008 -0.9378
H 3.2658 6.6625 1.0699
H 3.3029 4.0856 -4.2776
H -1.1022 0.5828 2.3856
H 2.3052 -1.2323 0.1992
H -5.8992 1.7081 -2.9336
H 4.6421 3.7796 1.5837
H 4.3693 0.9802 3.5208
H 1.3080 -0.3416 -3.9546
H -1.2169 0.3543 -5.4498
H 5.5990 -2.5145 1.3265
H -1.9865 -2.0137 -5.2019
H -2.2903 0.4753 -6.6956
H -5.1479 3.0878 -1.9455
H -7.3269 -0.3329 0.7977
H 4.0875 -5.2879 4.5256
H -3.7285 -1.8119 2.9763
H 2.0361 -0.0468 1.2855
H -1.4659 0.3732 4.0911
H -7.6870 1.4565 3.6583
H -1.6522 -1.3431 -3.6378
H 1.3612 -0.9017 -9.0277
H 0.0761 1.0805 3.6490
H -0.4084 -3.7967 5.3209
H -2.5835 4.8588 4.2639
H -1.8085 0.5209 -1.2958
H 3.9411 -1.2297 -1.4221
H -1.0079 5.5150 3.9027
H -2.0118 4.7949 2.5568
H -0.2708 2.3792 0.9878
H -5.2516 -1.7683 -0.1360
H -0.7668 2.3092 -0.6956
H 1.7206 7.4130 0.6160
H 1.9236 6.7985 2.1618
H -3.8455 -1.1667 0.6372
H -2.7862 -3.9759 3.4029
H -1.9907 3.4450 -2.2849
H 3.4145 2.4529 3.2673
H -0.4430 0.5139 -2.4242
H 2.6506 2.5359 -3.8861
H -0.7148 -3.2867 7.8245
H 2.4706 3.1065 -5.5326
H -1.4174 -5.4222 -3.9208
H -0.5737 -4.8127 -5.2999
H -1.3839 -0.8462 -2.2473
H 0.4267 0.3798 -8.3929
H 3.5983 -5.7088 2.9187
H 5.1572 2.5250 3.5683
H -1.1940 -4.8154 3.2298
H 7.3419 -1.3857 -1.4402
H -2.5817 2.3609 3.2820
H 2.3177 -1.5818 -4.8312
H 2.8453 -6.5996 4.3185
H 5.3287 -4.3340 -0.3294
H 2.8279 0.1757 -4.7380
H 1.5065 -4.8185 2.1534
H -2.7387 4.8086 -3.1364
H -1.4484 3.4383 0.4116
H 1.0282 -3.3379 3.0852
H -6.9659 -0.0325 -0.9758
H -3.2528 -0.8692 4.4774
H 2.3940 -1.5145 1.9880
H 5.4016 -2.9992 2.9216
H -7.1269 1.2571 0.2215
H 6.0446 -5.8962 -0.1473
H -1.6523 5.1230 -1.7854
H -4.4014 1.4563 -1.9670
H -7.6313 0.2355 4.9685
H 4.1102 -3.3617 1.8375
```

Calculated values
HOMO energy, hartree: -0.3188
Strongest force on any atom, eV/A: 6.34
Electronic energy, eV: -99676.6708
HOMO-LUMO gap, eV: 8.73
E_LUMO, eV: 0.0581
Net charge: 0

Mulliken population analysis, charges in e, atoms 1 to 99: -0.314, -0.427, -0.038, -0.620, -0.359, -0.123, -0.487, -0.099, -0.690, -0.722, -0.455, -0.066, -0.585, -0.667, -0.552, -0.648, -0.631, -0.405, -0.541, -0.671, 0.366, -0.605, -0.350, 0.034, -0.025, -0.303, 0.150, 0.329, -0.056, -0.100, 0.087, -0.053, -0.028, -0.659, 0.782, 0.532, 0.233, -0.380, -0.625, 0.130, -1.421, -1.057, 0.932, 0.822, -1.436, 0.810, -0.861, -0.492, -0.826, 0.576, 0.766, -0.002, -1.124, -0.243, -1.278, -1.185, -0.803, -0.259, -1.069, -0.427, -0.973, 0.793, 0.668, 0.789, -1.667, -0.294, -0.929, 0.710, 0.766, 0.166, 0.294, 0.371, 0.143, 0.284, 0.281, 0.287, 0.266, 0.086, 0.324, -0.310, 0.211, 0.344, 0.096, 0.376, 0.142, 0.287, 0.372, 0.302, 0.133, 0.335, 0.197, 0.296, 0.012, -0.061, 0.473, 0.254, 0.485, 0.300, 0.427

3.
Here is a cluster of 5 separate species, C37H86Br3N3O20P5 in total at a distorted geometry from the Open Molecules 2025 dataset. Energies are from the ωB97M-V functional and the def2-TZVPD basis.

The geometry in XYZ format:
```
154
C37H86Br3N3O20P5, DFT the ωB97M-V functional and the def2-TZVPD basis
Br -8.3807 -5.7775 3.9728
Br -7.5706 -5.3463 7.1042
Br -5.0636 -1.1883 1.7605
P 5.7411 3.0304 -4.8154
P -1.5836 -6.2753 3.1507
P -1.8600 8.0403 4.5181
P 0.0113 -1.4501 -8.3662
P 2.8312 0.7836 1.4823
O 0.3019 -2.7584 -7.4969
O -4.5413 -5.3678 0.3413
O 6.3355 3.9801 -3.6843
O 6.1073 1.6218 -4.6350
O 5.7291 3.9142 -6.1237
O 0.9486 -1.2888 -9.4803
O 3.5141 2.0539 2.1766
O -0.5155 -0.3894 -7.3163
O 1.6767 1.2953 0.7274
O -1.3521 7.8638 6.0185
O -1.4354 -1.8368 -8.9201
O 4.2424 0.0651 1.2790
O -1.5793 -7.4974 4.1615
O 4.1821 3.2223 -4.4966
O -0.7736 7.9928 3.5355
O 2.3354 -0.0432 2.7782
O -2.7466 6.7112 4.4054
O -0.3030 -5.4356 3.5415
O -3.0905 9.0255 4.6228
O -1.6031 -6.6136 1.7238
N -7.3537 -3.1502 0.9754
N -5.0693 -3.0895 1.7587
N -6.2642 -5.6651 2.0549
C 2.1462 -2.3757 -5.9326
C -4.2908 -5.9319 3.4920
C 3.3761 2.1096 -4.1259
C -2.1187 10.8152 3.1929
C -2.4399 5.7095 3.4386
C 1.6465 -3.1160 -7.1578
C -4.9528 -4.7149 6.2679
C 3.3401 1.9188 -2.6232
C -5.4343 -3.5849 3.1203
C -1.4941 4.6675 4.0000
C -1.6812 -1.9596 -10.3234
C 7.6874 3.8247 -3.2342
C -2.9676 -5.1670 3.5489
C -0.1718 8.5385 6.4721
C 3.8887 -1.0386 -0.9259
C 4.6034 -1.0143 0.3970
C -6.3041 -5.1023 5.7330
C 1.2825 -0.9915 2.6555
C -5.6075 -5.1069 3.2609
C 1.3225 1.2555 -7.6703
C -3.0561 10.4385 4.3207
C 0.2796 0.6696 -6.7428
C -1.4605 -3.3796 -10.8033
C -6.0367 -3.6227 0.7232
C 6.7052 3.8456 -7.1883
C -3.3277 -8.9987 4.9923
C 8.6741 4.5388 -4.1351
C 0.3547 -3.7769 5.1757
C 7.2551 2.4585 -7.4443
C -2.3472 -8.6881 3.8606
C -6.6115 -5.2968 4.4397
C -5.8709 -5.1306 0.7903
C 1.7659 -2.3481 2.1802
C -0.4570 9.9639 6.8991
C 0.0603 -5.2522 4.9303
C 3.0550 3.3845 1.9228
C 1.9896 3.8006 2.9153
H -2.0014 4.0482 4.7422
H -4.7209 -3.1654 3.8218
H -6.5736 -5.5272 0.0485
H 6.4605 1.7738 -7.7412
H 1.5194 4.7342 2.6029
H -7.9638 -3.9017 1.2853
H 2.3026 -1.3163 -6.1487
H -2.8562 -8.5968 2.9023
H 1.4131 -3.5533 5.0613
H 5.6745 -0.9082 0.2317
H 0.1945 7.9611 7.3199
H -4.1278 -3.3503 1.4492
H -6.3933 -3.1149 3.3363
H -2.7214 -1.6685 -10.4732
H -4.3707 -4.1044 5.5891
H 2.7651 2.7123 -2.1443
H 3.7219 1.2043 -4.6278
H 2.3068 -2.9449 -8.0102
H 7.9347 2.7646 -3.1482
H -1.1243 4.0207 3.2029
H 9.6651 4.5465 -3.6807
H -2.7451 -4.7354 4.5257
H -0.5064 -3.7671 -10.4460
H -5.0655 -4.2006 7.2186
H -4.3955 -6.4832 4.4236
H 2.4229 3.9483 3.9057
H 2.3684 2.3182 -4.4921
H 0.4151 10.3932 7.3929
H 2.0800 -2.3132 1.1346
H -4.3806 -5.6202 6.4924
H -3.3909 5.2487 3.1663
H -2.8706 -4.3812 2.7979
H -5.6884 -3.3394 -0.2676
H -6.1587 -6.6713 2.0788
H 0.9400 -5.8592 5.1303
H -2.4162 10.3318 2.2623
H 8.3596 5.5679 -4.3092
H -1.6260 -9.4958 3.7590
H 2.8814 0.9662 -2.3740
H -1.0902 10.5204 3.4027
H 7.5076 4.5545 -6.9754
H 4.4599 -1.9550 0.9347
H 4.3475 1.9529 -2.2049
H 4.1137 -0.1443 -1.4933
H -2.2449 -4.0381 -10.4276
H 1.8877 2.0246 -7.1419
H -0.6406 5.1285 4.4970
H 2.0264 0.4996 -8.0203
H 7.7190 4.2518 -2.2327
H 0.0182 -3.4855 6.1696
H 1.4269 -2.4552 -5.1164
H -0.7384 -5.5740 5.6005
H 7.9963 2.4987 -8.2425
H 3.1001 -2.7886 -5.6030
H -3.2516 -10.0334 5.3143
H -2.1365 11.8952 3.0457
H -4.1945 -6.6577 2.6875
H -3.1074 -8.3412 5.8337
H -0.1788 -3.1618 4.4504
H -1.3019 9.9970 7.5873
H -0.4286 1.4433 -6.4496
H -4.3566 -8.7960 4.6933
H 4.2090 -1.9057 -1.5039
H 8.7578 4.0377 -5.1024
H 3.9298 4.0283 2.0145
H -4.0782 10.7046 4.0569
H 0.9644 -3.0850 2.2588
H -2.8144 10.9874 5.2329
H 1.6305 -4.1880 -6.9648
H -4.3242 -6.3048 0.3626
H 0.8453 -1.0843 3.6515
H 2.6139 -2.6874 2.7763
H -2.0289 6.1598 2.5350
H -7.7628 -2.7848 0.1254
H 0.5050 -0.6045 1.9904
H 0.5974 8.5104 5.6976
H 0.8625 1.7052 -8.5501
H -1.0638 -1.2573 -10.8827
H -0.6921 10.5932 6.0376
H 6.1926 4.2106 -8.0766
H 0.7400 0.3023 -5.8224
H 2.8032 -1.0975 -0.8006
H -1.4691 -3.4206 -11.8930
H 2.6928 3.4774 0.8996
H 1.2190 3.0355 3.0119
H 7.7355 2.0414 -6.5587
```

Calculated values
Relative energy (zero: lowest compared OMol25 entry of this formula, charge and spin), eV: 0.000
HOMO energy, hartree: -0.4209
Strongest force on any atom, eV/A: 4.28
Electronic energy, eV: -341760.1918
HOMO-LUMO gap, eV: 7.11
E_LUMO, eV: -4.3447
Net charge: +1

Mulliken population analysis, charges in e, atoms 1 to 99: -0.076, -0.115, 0.113, 1.101, 0.435, 0.973, 0.948, 1.213, -0.294, -0.555, -0.309, -0.725, -0.356, -0.710, -0.379, -0.353, -0.773, -0.291, -0.391, -0.400, -0.382, -0.438, -0.690, -0.385, -0.398, -0.179, -0.350, -0.849, -0.509, -0.076, -0.323, -0.679, -1.481, -0.533, -1.073, -0.409, -0.387, -1.133, -1.035, -2.063, -0.846, -0.292, -0.322, 0.506, -0.290, -0.934, -0.333, 0.384, -0.292, 2.203, -1.100, -0.284, -0.240, -1.003, -0.124, -0.291, -1.046, -0.936, -1.034, -1.056, -0.263, -0.977, -0.743, -0.580, -0.933, -0.289, -0.231, -0.932, 0.321, 0.700, 0.494, 0.333, 0.395, 0.266, -0.024, 0.290, 0.307, 0.402, 0.334, 0.553, 0.560, 0.320, 0.075, 0.329, 0.437, 0.322, 0.298, 0.263, 0.404, 0.306, 0.269, 0.605, 0.199, 0.286, 0.289, 0.403, 0.177, 0.271, 0.307

The highest net charge belongs to which entry? C37H81N4O3

Which of these has the lowest HOMO-LUMO gap? C37H81N4O3